Below is C5H8O2 as an isolated structure, with properties calculated with the ωB97M-V functional and the def2-TZVPD basis.

Computed properties:
Charge = 0
2S+1 = 1
Energy = -9405.88298 eV

```
15
Properties=species:S:1:pos:R:3:mulliken_charge:R:1
C 1.4527 0.2049 -1.2924 -1.34
C 0.9363 -0.3290 -0.0856 0.86
O 1.9038 -0.8776 0.5751 -0.61
C -0.4042 -0.3675 0.5052 0.77
O -0.5931 -1.3062 1.5137 -0.58
C -1.6098 -0.0502 -0.3276 -0.75
C -1.1071 0.9804 0.6307 -0.74
H 2.4259 -0.6705 -0.5322 0.45
H 0.8341 0.3093 -2.1823 0.24
H 2.1201 1.0529 -1.1176 0.33
H 0.2651 -1.4183 1.9487 0.33
H -2.4911 -0.6152 -0.0402 0.27
H -1.4819 0.1123 -1.3935 0.21
H -0.6042 1.8584 0.2350 0.29
H -1.6465 1.1164 1.5630 0.28
```

***

Below is a single C5H8O2 molecule in a non-equilibrium geometry, with properties calculated with the ωB97M-V functional and the def2-TZVPD basis.

Computed properties:
Charge = 0
2S+1 = 1
Energy = -9408.35076 eV

```
15
Properties=species:S:1:pos:R:3:mulliken_charge:R:1
O 3.0496 0.3563 0.4927 -0.56
C 1.8710 0.2054 0.3065 0.44
C 0.8543 -0.7931 0.8311 -0.73
C -0.1429 -0.3108 -0.2643 0.18
C -1.5830 -0.0940 0.2042 -0.57
O -2.5698 -0.1788 -0.7893 -0.53
C 0.8336 0.8767 -0.5950 -0.69
H 0.5728 -0.5688 1.8724 0.29
H 1.1848 -1.8308 0.7882 0.32
H -0.2039 -0.9911 -1.0957 0.38
H -1.5929 0.9015 0.6677 0.30
H -1.8045 -0.8829 0.9400 0.28
H -2.1589 0.3662 -1.5546 0.33
H 0.5288 1.8434 -0.1885 0.26
H 1.1612 1.1009 -1.6154 0.32
```

***

Below is a 2-piece molecular cluster, C5H8O2 overall in a non-equilibrium geometry, with properties calculated with the ωB97M-V functional and the def2-TZVPD basis.

Computed properties:
Charge = 0
2S+1 = 1
Energy = -9406.13037 eV

```
15
Properties=species:S:1:pos:R:3:mulliken_charge:R:1
C -2.0842 -0.0866 -1.3316 -0.93
C -1.5645 0.1371 0.0583 -0.73
C -1.3643 1.2872 0.6955 0.66
O -1.1640 2.2831 1.2684 -0.38
H -2.1783 0.7579 -2.0010 0.35
H -3.1223 -0.3997 -1.3745 0.33
H -1.3667 -0.8831 -1.7399 0.20
H -1.4247 -0.6801 0.6438 0.50
C 2.5869 -0.3247 1.0870 -0.18
C 1.4563 -0.3894 0.0627 -0.27
O 2.7224 -0.0767 -0.2990 -0.41
H 2.8368 0.5305 1.6413 0.26
H 2.8945 -1.3051 1.4259 0.20
H 0.9149 -1.3069 -0.1026 0.22
H 0.8573 0.4567 -0.0341 0.19
```

***

Below is a 2-piece molecular cluster, C5H8O2 overall, with properties calculated with the ωB97M-V functional and the def2-TZVPD basis.

Computed properties:
Charge = 0
2S+1 = 1
Energy = -9406.63220 eV

```
15
Properties=species:S:1:pos:R:3:mulliken_charge:R:1
C -2.4032 1.7781 0.6043 0.18
C -1.5266 1.0363 0.2434 -1.01
C -0.4613 0.1285 -0.1726 0.51
C 0.6974 0.7114 -1.0063 -0.65
C 1.5778 0.3005 0.1792 -0.27
O 0.4394 -0.1938 0.9179 -0.58
H -3.1759 2.4379 0.9327 0.42
H -0.8752 -0.7967 -0.5882 0.33
H 0.8919 0.1787 -1.9385 0.22
H 0.6265 1.7842 -1.1908 0.33
H 2.2977 -0.4996 -0.0233 0.26
H 2.0717 1.1146 0.7190 0.24
O 0.1517 -2.8197 0.1392 -0.68
H 0.3736 -2.0367 0.6753 0.39
H -0.6854 -3.1237 0.5086 0.30
```

***

Below is C5H8O2 as an isolated structure, with properties calculated with the ωB97M-V functional and the def2-TZVPD basis.

Computed properties:
Charge = 0
2S+1 = 1
Energy = -9404.42650 eV

```
15
Properties=species:S:1:pos:R:3:mulliken_charge:R:1
C 1.5198 0.8845 -0.3762 -1.06
C 0.2993 0.2270 -0.1219 0.95
O 1.0178 -0.6339 1.4352 -0.78
C -1.0343 0.7389 0.4402 -0.93
C -1.6944 -0.4643 -0.2424 0.02
O -1.3808 -0.3523 -1.6302 -0.43
C -0.4152 -0.9432 -0.7665 -0.56
H 2.1370 0.4968 -1.1843 0.26
H 1.5468 1.9617 -0.2333 0.29
H 1.7581 0.1529 0.8022 0.45
H 1.2886 -1.5523 1.2675 0.33
H -1.0486 0.7197 1.5304 0.28
H -1.3572 1.7115 0.0591 0.32
H -2.5897 -1.0122 0.0292 0.43
H -0.0471 -1.9348 -1.0091 0.43
```

***

Below is a single C5H8O2 molecule in a non-equilibrium geometry, with properties calculated with the ωB97M-V functional and the def2-TZVPD basis.

Computed properties:
Charge = 0
2S+1 = 1
Energy = -9407.91016 eV

```
15
Properties=species:S:1:pos:R:3:mulliken_charge:R:1
O -1.1400 0.8126 -1.9032 -0.57
C -0.2254 0.3214 -1.2892 0.39
C 0.7576 -0.7702 -1.6529 -0.38
C 0.8856 -1.1253 -0.1589 -0.65
C 0.1012 0.2616 0.1918 -0.18
C -1.0893 0.5439 1.1197 -0.39
O -0.6945 1.1836 2.3227 -0.52
H 0.3402 -1.5537 -2.2797 0.28
H 1.6575 -0.3527 -2.1159 0.23
H 1.9440 -1.1989 0.1614 0.28
H 0.3673 -2.0122 0.1895 0.28
H 1.0528 0.6355 0.5189 0.32
H -1.8316 1.1663 0.5798 0.30
H -1.5774 -0.4161 1.3274 0.28
H -1.4614 1.1901 2.9123 0.32
```

***

Below is a single C5H8O2 molecule, with properties calculated with the ωB97M-V functional and the def2-TZVPD basis.

Computed properties:
Charge = 0
2S+1 = 1
Energy = -9407.08173 eV

```
15
Properties=species:S:1:pos:R:3:mulliken_charge:R:1
C -1.5064 0.5426 1.0330 -1.35
C -0.2291 -0.1392 0.5827 0.25
C 0.9523 0.6293 -0.0817 -0.15
O 0.5675 1.5879 -1.0257 -0.58
C 1.3102 -0.7225 -0.7625 -0.25
O 0.3470 -0.8159 -1.8000 -0.51
C -0.0232 -1.2464 -0.4592 -0.33
H -2.2886 -0.1917 1.2586 0.33
H -1.8855 1.2590 0.3013 0.31
H -1.3021 1.0901 1.9629 0.35
H 0.2097 -0.6718 1.4397 0.27
H 1.6753 1.0924 0.5919 0.43
H 0.3274 1.0623 -1.8121 0.37
H 2.2683 -1.2233 -0.8394 0.40
H -0.4229 -2.2529 -0.3896 0.45
```

***

Below is a single C5H8O2 molecule, with properties calculated with the ωB97M-V functional and the def2-TZVPD basis.

Computed properties:
Charge = 0
2S+1 = 1
Energy = -9407.24974 eV

```
15
Properties=species:S:1:pos:R:3:mulliken_charge:R:1
C -0.6998 2.3934 -0.0103 0.08
C -0.2742 1.2658 -0.0305 -1.32
C 0.1719 -0.1346 -0.1923 1.77
C 1.6748 -0.3288 0.0971 -1.51
O -0.0688 -0.5324 -1.5433 -0.58
C -0.7180 -1.0630 0.6549 -0.86
O -2.0700 -0.9824 0.2966 -0.48
H -1.0626 3.3979 -0.0131 0.46
H 1.8723 -1.1153 0.8349 0.33
H 2.2082 0.5783 0.3969 0.34
H 2.0406 -0.6660 -0.8727 0.35
H 0.2026 0.1883 -2.1299 0.37
H -0.5626 -0.8652 1.7295 0.34
H -0.3912 -2.0876 0.4541 0.38
H -2.3233 -0.0486 0.3281 0.33
```

***

For each record above, in turn, the calculated ΔE to the lowest compared entry with this formula, charge and spin values are 381.0 142.9 357.2 308.8 521.6 185.4 265.4 249.2 kJ/mol.
For each record above, in turn, the calculated orbital gap values are 0.35395 0.38374 0.34974 0.40844 0.35165 0.38519 0.39416 0.40795 hartree.
For each record above, in turn, the calculated LUMO values are 0.81 0.73 0.69 0.95 0.89 0.86 0.99 0.83 eV.